Entry 1:
17
Properties=species:S:1:pos:R:3:forces:R:3:mulliken_charge:R:1 method="wB97M-V/def2-TZVPD" lumo_energy_ev=0.997 relative_energy_kj_mol=38.7 max_force_ev_per_a=0.52 spin_multiplicity=1 e_tot_ev=-8430.839 smiles="C/C=C(/C)CC=O" homo_energy_ev=-9.06
C 2.14336 0.35856 0.61882 0.0288 -0.0189 -0.0700 -1.128
C 0.73156 0.18747 1.09767 -0.1586 -0.0485 -0.0620 -0.382
C -0.32601 -0.23610 0.40328 0.1680 0.0190 0.1544 1.055
C -1.69386 -0.33527 1.02854 -0.0563 0.0257 0.0370 -1.359
C -0.28179 -0.61502 -1.05501 0.0355 0.0148 0.0560 -1.007
C -0.67053 0.52568 -1.97809 0.0041 0.2991 0.0811 0.063
O -0.69984 1.68849 -1.65927 -0.0246 -0.5030 -0.1406 -0.465
H 2.84775 -0.10714 1.31799 -0.1013 0.0683 -0.1000 0.345
H 2.31626 -0.07539 -0.37038 -0.0348 0.0720 0.1383 0.267
H 2.40312 1.42258 0.56068 -0.0406 -0.1401 0.0152 0.271
H 0.56194 0.46678 2.13864 -0.0018 -0.0465 -0.1387 0.295
H -1.99631 -1.38486 1.14427 0.0358 0.1436 -0.0507 0.292
H -1.72238 0.13776 2.01439 0.0327 -0.0848 -0.1404 0.368
H -2.44891 0.15144 0.39842 0.1122 -0.0419 0.0853 0.320
H -0.95421 -1.45900 -1.26578 0.0740 0.1294 0.0285 0.363
H 0.71507 -0.94631 -1.37768 -0.1336 0.0619 0.0240 0.333
H -0.92521 0.22032 -3.01650 0.0606 0.0499 0.0824 0.370

Entry 2:
169
Properties=species:S:1:pos:R:3:forces:R:3:mulliken_charge:R:1 method="wB97M-V/def2-TZVPD" lumo_energy_ev=0.023 relative_energy_kj_mol=682.9 max_force_ev_per_a=3.70 spin_multiplicity=1 e_tot_ev=-82215.164 homo_energy_ev=-9.33
C -0.24053 -0.49472 -0.83582 -0.1059 0.9728 -2.6817 -0.450
C -0.96430 -0.50069 0.44446 -1.2598 -1.1048 0.4850 -0.435
C -0.39997 0.61676 1.30018 0.6147 -0.1829 -1.2718 -0.347
O 0.89294 0.82503 0.71150 -0.4421 1.6349 0.7263 -0.403
C 1.07198 0.00757 -0.45542 2.3687 0.3653 2.3845 -0.453
H -0.64876 0.21389 -1.55644 -0.3370 0.0258 -0.1458 0.250
H -0.15689 -1.45567 -1.34348 -0.2516 -0.0714 0.1325 0.294
H -0.67374 -1.50464 0.75391 -0.7272 0.0131 1.2560 0.259
H -2.03172 -0.38543 0.25620 -0.0877 -0.4353 0.4393 0.312
H -0.32050 0.36714 2.35823 0.1020 0.0262 -0.0266 0.224
H -0.97061 1.53564 1.16547 -0.1986 0.0564 0.2221 0.238
H 1.68264 -0.72488 0.07251 0.4924 -1.0119 -1.3007 0.236
H 1.66210 0.59791 -1.15640 -0.1658 -0.2727 -0.2231 0.273
C 7.41777 -0.10328 0.47958 0.6371 0.6783 -0.2508 -0.606
C 8.57730 -0.74072 -0.33320 -0.2821 0.2506 0.6701 -0.431
C 9.66915 -0.90097 0.74643 0.6861 0.5088 -0.0850 -0.444
O 9.16143 -0.32168 1.92801 1.4319 -1.8446 1.7714 -0.389
C 8.26843 0.63925 1.62093 -2.7332 -0.2968 -1.6076 -0.379
H 6.73500 -0.86127 0.86350 0.3687 -0.0733 0.6367 0.260
H 6.75094 0.50949 -0.12702 0.3529 0.4008 -0.1039 0.346
H 8.92400 0.01655 -1.03637 -0.0444 -0.3140 -0.3127 0.250
H 8.32630 -1.67524 -0.83496 -0.0316 0.1686 -0.0425 0.274
H 10.54443 -0.31283 0.47061 0.2363 0.1125 -0.3210 0.253
H 10.07549 -1.87933 1.00298 -0.5582 -0.2373 -0.1790 0.292
H 8.81158 1.52538 1.29248 -0.4224 0.4838 -0.3806 0.294
H 7.60168 0.85057 2.45692 0.3477 0.1643 0.2009 0.280
C -2.30683 -4.69295 -6.51367 -0.9303 1.4217 0.4438 -0.427
C -3.75240 -4.76198 -7.00025 -1.9749 -1.9877 1.0023 -0.509
C -3.72238 -4.77193 -8.53378 -0.1614 0.7651 1.2858 -0.496
O -2.44595 -4.23225 -8.77772 1.2126 -0.2575 -0.7873 -0.408
C -1.59382 -4.82840 -7.78942 1.3596 0.1036 -0.4288 -0.502
H -1.86213 -5.28091 -5.71077 -0.6883 -0.4250 -0.0545 0.413
H -2.19250 -3.64798 -6.22543 0.2243 0.0707 0.3416 0.142
H -4.38923 -4.00986 -6.53458 0.2229 0.4096 -0.4070 0.311
H -4.30490 -5.67387 -6.77375 0.2764 -0.3898 0.6580 0.236
H -4.56487 -4.18011 -8.89162 0.5112 0.4888 -0.4673 0.300
H -3.86554 -5.76120 -8.96847 0.3769 -0.2918 0.0966 0.308
H -0.63576 -4.32546 -7.65797 -0.0059 0.4243 -0.9196 0.362
H -1.32017 -5.87214 -7.94376 -0.4190 -0.3199 -0.7492 0.270
C -3.42266 5.44246 -0.79204 -1.2408 0.6080 -0.4384 -0.548
C -2.44511 4.98378 -1.81137 1.5639 -0.2360 0.0018 -0.444
C -1.82925 6.28497 -2.42576 -1.2024 -1.3886 0.6442 -0.318
O -2.86220 7.26453 -2.22201 -0.2326 0.1860 -0.1344 -0.423
C -4.00206 6.69964 -1.52377 1.2087 -0.3931 0.9795 -0.436
H -2.87339 5.55158 0.14310 -0.3391 0.9882 0.1110 0.263
H -4.22422 4.73723 -0.57238 0.0130 -0.1751 -0.1836 0.317
H -2.93564 4.35909 -2.55786 0.3229 0.0185 -0.1664 0.292
H -1.65575 4.45937 -1.27283 0.0807 -0.5663 -0.5091 0.248
H -1.55517 6.02338 -3.44779 -0.5886 0.6952 -0.5147 0.227
H -0.88121 6.59461 -1.98595 -0.2231 0.1785 0.5599 0.256
H -4.80678 6.47166 -2.22274 0.1519 -0.4628 -0.2335 0.268
H -4.45504 7.38386 -0.80632 0.4989 0.5371 -0.1130 0.298
C 4.86593 -1.49659 7.38300 2.2388 0.3646 -0.1856 -0.537
C 4.51074 -2.97421 7.36403 -0.7163 0.0931 -0.1791 -0.451
C 2.95490 -2.96360 7.50287 1.0231 1.7246 0.1080 -0.369
O 2.59932 -1.52435 7.56752 -0.8264 -0.7789 0.2629 -0.412
C 3.64282 -0.66331 7.10501 -0.2268 -1.4547 0.4122 -0.366
H 5.68986 -1.23878 6.71758 -0.0863 -0.2083 -0.5560 0.343
H 5.38659 -1.34759 8.32895 -0.7603 0.7204 0.4549 0.247
H 5.01232 -3.44140 8.21153 -0.1888 -0.3026 -0.1850 0.253
H 4.85340 -3.43346 6.43680 -0.2165 -0.2199 0.0767 0.272
H 2.59982 -3.38599 8.44288 0.0063 -0.0723 -0.1501 0.253
H 2.48911 -3.46268 6.65313 -0.2213 0.2151 -0.0067 0.248
H 3.67695 0.28215 7.64634 -0.4202 -0.1092 0.1751 0.261
H 3.45105 -0.45424 6.05258 0.3847 0.0296 -0.2340 0.257
C 0.04374 0.97499 -8.33258 -1.6467 -1.3467 -1.4783 -0.610
C 0.86109 0.87109 -7.12786 1.4667 1.7549 0.5841 -0.495
C 0.55307 2.34208 -6.56512 0.0957 -2.5435 -0.0593 -0.374
O -0.83194 2.49202 -6.91881 -0.5189 1.1376 1.2307 -0.405
C -1.27809 1.50125 -7.80268 0.6426 -0.7958 -1.4284 -0.359
H -0.04709 -0.03788 -8.72498 -0.1822 0.1890 -0.7899 0.321
H 0.37839 1.71030 -9.06431 0.4663 -0.2999 -0.0917 0.279
H 1.89380 0.66077 -7.40603 0.2680 0.4458 0.2877 0.300
H 0.55108 -0.01112 -6.56778 -0.2996 0.4978 0.6780 0.282
H 1.17263 3.09734 -7.04868 -0.0547 -0.0494 -0.2948 0.232
H 0.74250 2.41421 -5.49414 -0.5625 0.1034 0.1044 0.292
H -1.90059 1.85262 -8.62556 0.1516 0.9498 0.0553 0.272
H -1.91101 0.69079 -7.44120 0.1786 -0.0528 1.2174 0.265
C 5.16643 5.04170 -4.29546 0.6935 0.0594 -0.8239 -0.524
C 5.79666 3.63308 -4.68458 -1.0130 1.2629 0.9608 -0.485
C 6.25563 3.85765 -6.13854 -0.1396 0.5863 1.3424 -0.330
O 6.86370 5.16866 -6.01617 -1.0560 0.0598 -0.4627 -0.423
C 6.08803 6.02394 -5.09075 0.7335 -1.1869 -0.0117 -0.396
H 5.08634 5.24106 -3.22685 0.7183 -0.1270 0.1084 0.314
H 4.11912 5.14469 -4.57939 0.0349 -0.2060 -0.6611 0.251
H 5.03894 2.89859 -4.41170 0.1617 -0.4203 -0.6438 0.353
H 6.62716 3.50688 -3.98999 0.2872 -0.2328 -0.3474 0.226
H 5.41985 3.78721 -6.83468 -0.3938 0.6112 -0.0259 0.202
H 6.96832 3.15346 -6.56786 0.4454 0.1729 0.5378 0.301
H 5.58011 6.85140 -5.58615 -0.3235 -0.3939 -0.4620 0.268
H 6.87865 6.51440 -4.52289 -0.1613 -0.1925 0.4955 0.242
C -2.13687 2.72645 7.05666 3.2923 -0.6102 0.4393 -0.450
C -3.48648 3.02301 6.58687 -1.3975 1.2597 0.7385 -0.413
C -3.46429 4.52980 6.31369 -0.0442 -0.9195 -0.4508 -0.498
O -2.18995 4.65205 5.75535 1.4974 0.8531 -1.2465 -0.398
C -1.25354 3.91671 6.59344 -2.1529 0.9561 -0.1004 -0.471
H -1.79201 1.83513 6.53252 0.2323 -0.3267 0.6865 0.205
H -1.93668 2.71646 8.12808 -0.5588 -0.7859 0.0652 0.307
H -4.28816 2.81274 7.29482 -0.0682 -0.6645 -0.2922 0.331
H -3.53361 2.53842 5.61165 -0.9522 0.0465 0.1157 0.216
H -3.55050 5.27675 7.10283 -0.2890 -0.4727 0.7137 0.314
H -4.30065 4.67090 5.62908 0.4656 0.7306 -0.5608 0.299
H -1.07801 4.53255 7.47551 0.3504 0.1953 0.0960 0.264
H -0.30430 3.77021 6.07811 -0.3736 -0.2745 -0.2127 0.292
C 5.45560 -4.98687 -5.84340 1.1583 -1.7105 -1.1525 -0.605
C 4.33322 -5.17552 -4.85822 -0.1384 -0.2205 -0.2009 -0.362
C 4.63457 -4.03144 -3.89683 -0.8794 0.5584 0.1870 -0.412
O 4.97786 -2.97658 -4.76628 0.4961 0.7486 -0.9926 -0.394
C 5.74814 -3.50990 -5.89259 -0.3184 0.3603 1.2753 -0.354
H 5.31094 -5.37996 -6.84971 -0.7358 0.0754 -0.0949 0.353
H 6.27890 -5.63701 -5.54744 0.5445 0.5372 0.4528 0.267
H 4.24758 -6.18687 -4.46078 0.3152 0.1083 0.2254 0.355
H 3.42107 -5.01381 -5.43262 -0.4080 0.4258 0.5458 0.155
H 5.40474 -4.09524 -3.12815 0.5278 -1.0340 -0.2232 0.244
H 3.77771 -3.71806 -3.30045 -0.3696 0.1074 -0.3163 0.251
H 6.80621 -3.28291 -5.76202 0.0864 0.0283 0.1431 0.232
H 5.43054 -3.02482 -6.81559 -0.2850 0.0235 0.1538 0.270
C -6.51565 -5.97455 -2.22154 -1.5112 -2.0366 -0.9536 -0.688
C -5.53803 -5.01915 -1.66024 -0.9669 -0.0064 0.4560 -0.366
C -5.06580 -5.78795 -0.42732 0.1317 0.7918 0.4468 -0.386
O -6.07282 -6.72352 -0.08126 -0.2293 -1.5019 0.3330 -0.416
C -7.15404 -6.81881 -1.03184 1.7849 3.1102 -0.9186 -0.367
H -5.95080 -6.65817 -2.85534 -0.3790 -0.4022 -0.2305 0.279
H -7.28774 -5.48358 -2.81394 0.0264 -0.1165 -0.1907 0.394
H -6.23307 -4.21749 -1.41054 0.9059 0.8072 0.5942 0.208
H -4.81683 -4.71359 -2.41828 0.1581 0.0690 0.4123 0.304
H -4.95577 -5.07299 0.38804 -0.0558 -0.0903 0.3224 0.217
H -4.10495 -6.29967 -0.48222 0.0424 -0.0982 -0.5556 0.284
H -7.96116 -6.29144 -0.52341 -0.4907 -0.0899 -0.4559 0.256
H -7.49701 -7.77096 -1.43667 0.5843 -0.4277 0.7359 0.280
C 4.61557 7.33416 2.82339 0.1082 0.3379 0.8374 -0.515
C 4.07584 5.91203 2.50881 0.0033 0.8228 -1.1484 -0.309
C 2.90951 6.19123 1.54067 -0.5652 0.5278 0.5177 -0.386
O 3.04619 7.54358 1.17096 0.1905 1.2083 -1.6116 -0.411
C 3.64797 8.35263 2.19108 -0.6337 -2.0928 0.0942 -0.386
H 5.61070 7.50808 2.41403 -0.0172 -0.2050 -0.0592 0.257
H 4.70005 7.46353 3.90239 0.0374 0.1194 0.0489 0.288
H 3.83231 5.36492 3.41955 0.0335 -0.1897 -0.3602 0.333
H 4.77327 5.41609 1.83372 0.4237 -0.4439 0.8204 0.163
H 1.90235 6.05042 1.93298 -0.0795 -0.1322 0.6020 0.222
H 2.91470 5.60126 0.62414 0.3716 -0.0218 -0.0088 0.223
H 2.80013 8.64915 2.80861 0.3150 0.2706 0.6470 0.263
H 4.15485 9.23763 1.80646 -0.1938 -0.2158 -0.3879 0.259
C -4.70872 -4.35919 8.32329 0.2023 -0.3865 0.4803 -0.484
C -3.43313 -3.49142 8.28889 0.0891 -0.1591 0.8285 -0.638
C -2.76501 -3.87446 6.94463 -1.9982 1.1068 1.5925 -0.310
O -3.87792 -4.40227 6.20475 1.4624 -0.6499 -1.7022 -0.421
C -5.08972 -4.33223 6.89450 -0.9376 0.4113 -0.7070 -0.354
H -5.56354 -4.07968 8.93911 0.4045 0.3914 0.3556 0.373
H -4.51993 -5.41792 8.50097 0.3962 0.0119 0.4996 0.208
H -2.67060 -3.63280 9.05483 -0.4178 -0.2575 0.4538 0.363
H -3.75097 -2.45396 8.39260 0.1494 0.1678 -0.4848 0.239
H -1.95202 -4.56091 7.18119 -0.2529 -0.4960 -0.6943 0.299
H -2.36032 -2.94851 6.53605 0.0293 -0.2447 -0.6704 0.247
H -5.80000 -5.11799 6.63722 0.6057 -0.7366 -0.2119 0.296
H -5.67906 -3.47680 6.56431 0.2698 0.8594 0.2501 0.182
C -8.13441 -0.32192 3.98845 0.1263 -0.8567 1.4862 -0.460
C -7.82727 -1.34031 2.86012 0.8196 0.8746 0.1556 -0.439
C -8.98573 -2.29068 2.90869 -0.8800 0.8242 0.6212 -0.359
O -10.07251 -1.42633 3.28483 -0.6622 -0.3423 -0.5679 -0.421
C -9.64622 -0.55756 4.34498 0.5436 -0.1604 -2.0884 -0.408
H -7.81211 0.69854 3.78142 -0.5693 0.0233 -0.3534 0.334
H -7.54100 -0.57841 4.86605 0.1140 -0.1442 0.1278 0.188
H -6.86312 -1.81735 3.03603 -0.0010 -0.0784 -0.0738 0.289
H -7.75489 -0.78235 1.92656 -0.1924 -0.2953 -0.2118 0.251
H -8.86320 -3.02546 3.70441 0.2179 -0.3211 0.0406 0.253
H -9.25239 -2.79589 1.98038 0.0395 0.1468 0.0476 0.254
H -9.91683 -1.09319 5.25492 0.6221 0.4397 0.4909 0.301
H -10.21167 0.36596 4.22070 -0.1607 -0.1218 0.3293 0.215